ORCA calculation (ωB97M-V/def2-TZVPD) on the ion C4H7NO2S with charge -2 in a non-equilibrium geometry.

The geometry in XYZ format:
```
15
Properties=species:S:1:pos:R:3:forces:R:3
O -0.5735 0.4771 -2.3939 1.130 -1.876 -3.015
C -1.1245 1.0341 -1.4611 -0.420 2.231 3.143
N -0.7313 1.2784 -0.2115 -0.556 -0.921 -0.614
C 0.3095 0.4329 0.4650 -0.694 -1.611 -0.347
C -0.3914 -0.2128 1.6818 0.683 2.619 2.376
S 0.4787 -1.1948 2.9535 0.732 -0.518 0.136
C 0.8175 -0.8472 -0.2603 3.010 3.472 0.618
O 1.5167 -0.5203 -1.4226 3.102 -1.578 0.039
H -2.0974 1.5067 -1.7727 0.011 0.268 0.672
H 0.9957 -0.0439 -2.0332 -1.909 0.930 -0.867
H 1.1812 1.0502 0.7607 -0.400 -0.289 0.038
H -1.2560 -0.7542 1.4390 -1.160 -0.671 -1.062
H -0.7458 0.6291 2.3122 -0.208 -0.162 -0.627
H 1.5776 -1.3554 0.3536 -0.586 0.232 0.231
H 0.0431 -1.4798 -0.4107 -2.735 -2.126 -0.723
```
Positions in Å, forces in eV/Å.

Its energy relative to the best compared isomer or geometry (same formula, charge and spin) is 254.24 kJ/mol. Its total charge is -2. The total energy comes out at -759.96617 Ha. The calculation puts the frontier orbital gap at 5.4 eV. As for the SMILES: [O-]/C=N\[C@H](CO)C[S-].